(1)
The following is a quantum chemistry calculation of C26H22N8O4PrS3 as an isolated structure at a distorted geometry, from the OMol25 dataset.

```
64
Properties=species:S:1:pos:R:3:mulliken_spin:R:1
Pr -1.82809 0.37963 -1.92301 2.020
N -3.88139 2.46781 0.29578 0.001
C -2.58678 2.02218 0.14832 0.003
S -1.44340 3.00812 -0.69136 -0.003
N -2.32931 0.85695 0.71933 0.002
N -1.00741 0.36108 0.53079 -0.006
C -0.84206 -0.99959 0.99846 0.006
C -1.35276 -1.30839 2.36741 -0.001
C -2.68849 -1.68846 2.56381 0.001
C -3.18046 -1.95616 3.83478 0.000
C -2.34921 -1.83684 4.94717 0.000
C -1.02601 -1.45710 4.77578 0.000
C -0.53902 -1.20157 3.49470 0.000
C -0.69508 -2.01226 0.04513 0.000
C -0.52543 -3.38078 0.44753 -0.001
C -0.31581 -4.34879 -0.48599 0.001
C -0.27575 -4.02654 -1.85852 -0.001
C -0.48573 -2.71529 -2.18414 0.002
N -0.67512 -1.72868 -1.29047 -0.005
H -4.16039 3.03624 -0.48902 0.000
H -4.52605 1.70346 0.45773 0.000
H -3.33378 -1.75318 1.69384 0.000
H -4.21690 -2.25174 3.96110 0.000
H -2.73263 -2.03908 5.94094 0.000
H -0.36963 -1.36640 5.63503 0.000
H 0.50322 -0.92379 3.36033 0.000
H -0.55645 -3.62049 1.50269 0.000
H -0.17583 -5.37712 -0.16739 0.000
H -0.12032 -4.77181 -2.62617 0.000
H -0.50111 -2.41214 -3.22591 0.000
N 1.21849 -0.44202 -4.81969 0.000
C 0.74363 0.37529 -3.84480 0.003
S -0.49602 1.49397 -4.24147 -0.005
N 1.41929 0.29700 -2.69503 -0.001
N 0.83638 0.62118 -1.55607 -0.004
C 1.64297 1.05502 -0.64245 0.002
C 3.07851 1.31680 -0.97132 -0.001
C 3.46774 2.59649 -1.35126 0.000
C 4.78580 2.85154 -1.71234 0.000
C 5.71972 1.82312 -1.69943 0.000
C 5.33124 0.54061 -1.32636 0.000
C 4.01513 0.29008 -0.96686 0.000
C 1.20606 1.38291 0.72061 0.001
C 2.13774 1.94810 1.60516 0.000
C 1.77673 2.40064 2.85275 0.000
C 0.45775 2.30556 3.25970 0.000
C -0.41980 1.68472 2.41527 -0.001
N -0.02852 1.20796 1.22546 0.000
H 0.96700 -0.20111 -5.76147 0.000
H 2.11474 -0.87300 -4.65640 0.000
H 2.72588 3.38941 -1.37297 0.000
H 5.07914 3.85056 -2.01200 0.000
H 6.74604 2.01729 -1.98592 0.000
H 6.05427 -0.26726 -1.32358 0.000
H 3.70107 -0.71103 -0.69030 0.000
H 3.15370 2.04830 1.26046 0.000
H 2.52379 2.83604 3.50494 0.000
H 0.11210 2.67496 4.21435 0.000
H -1.46280 1.51713 2.64100 0.000
O -3.83415 1.30417 -2.45929 -0.004
S -4.16889 -0.16424 -2.59403 -0.004
O -3.78090 -0.72463 -1.26359 0.002
O -3.09905 -0.67479 -3.51848 -0.006
O -5.50761 -0.43001 -3.01335 0.000
```

Summary:
* HOMO-LUMO gap (spin up / spin down): 5.4 / 5.4 eV
* molecular weight: 747.6 g mol⁻¹
* ⟨S²⟩: 2.002
* E: -3454.71508 hartree
* multiplicity: 3
* total charge: -1

---

(2)
The following is a quantum chemistry calculation of C26H23BaNS2Te2 as an isolated structure at a distorted geometry, from the OMol25 dataset.

```
55
Properties=species:S:1:pos:R:3:mulliken_charge:R:1
Ba -0.41269 1.29568 -1.27029 1.199
S 4.42466 1.61100 -2.59069 -0.621
C 3.84499 0.15378 -1.90804 0.086
C 4.75861 -0.92094 -1.75262 -0.549
C 4.33753 -2.11390 -1.20339 -0.465
C 3.01386 -2.25098 -0.80444 -0.293
C 2.17224 -1.17485 -0.97644 0.352
N 2.54586 0.00944 -1.50517 -0.155
H 5.77970 -0.77303 -2.07226 0.372
H 5.03508 -2.93626 -1.08419 0.356
H 2.62959 -3.16610 -0.37133 0.377
H 1.12644 -1.27991 -0.68995 -0.237
C 3.22884 4.89209 -1.76135 -1.032
Te 2.30389 3.10904 -1.10069 0.513
C 0.63902 4.27088 -0.18479 -1.265
H 3.46805 5.51029 -0.89880 0.297
H 2.56628 5.42486 -2.43995 0.284
H 4.13491 4.57831 -2.27597 0.284
H -0.00701 4.72557 -0.93742 0.399
H 1.00382 5.05684 0.47770 0.308
H 0.02638 3.61799 0.43657 0.364
C -1.37859 -1.07224 -0.93406 -1.136
C -1.46971 -1.81270 0.06094 0.172
C -1.51416 -2.67051 1.19509 -0.585
C -2.41486 -2.29737 2.27288 0.644
C -2.88395 -3.18064 3.28358 -0.331
C -3.77163 -2.77524 4.26914 -0.521
C -4.26598 -1.47553 4.31993 -0.478
C -3.86288 -0.59975 3.31200 -0.513
C -2.98328 -0.99249 2.32270 -0.799
C -0.64418 -3.81781 1.18201 0.470
C -0.14323 -4.31283 -0.04486 -0.568
C 0.73819 -5.38052 -0.10601 -0.509
C 1.19060 -6.01289 1.04872 -0.451
C 0.75058 -5.51790 2.27744 -0.476
C -0.13233 -4.45221 2.34927 -0.561
H -2.58848 -4.21979 3.25684 0.512
H -4.09919 -3.50281 5.00694 0.322
H -4.95690 -1.16558 5.09445 0.345
H -4.25271 0.41351 3.29251 0.344
H -2.72044 -0.29950 1.53723 0.366
H -0.46930 -3.82536 -0.95865 0.407
H 1.07920 -5.72621 -1.07818 0.333
H 1.88181 -6.84567 0.99533 0.350
H 1.12044 -5.95246 3.20099 0.342
H -0.38506 -4.05951 3.32226 0.532
Te -3.36938 2.74475 -2.17471 -0.303
C -2.64559 4.68959 -2.52649 -0.104
C -1.53501 5.08732 -3.22421 -0.401
C -1.33970 6.50576 -3.24985 -0.485
C -2.30493 7.17988 -2.57553 -0.425
S -3.45165 6.08164 -1.89347 -0.185
H -0.88420 4.38513 -3.72320 0.412
H -0.51541 6.99323 -3.75510 0.342
H -2.39814 8.24693 -2.44242 0.366
```

Summary:
* HOMO-LUMO gap: 3.8 eV
* molecular weight: 806.1 g mol⁻¹
* E: -2417.17732 hartree
* energy above the lowest of the compared OMol25 structures with the same formula, charge and spin: 1.036 eV
* multiplicity: 1
* total charge: -2

---

(3)
The following is a quantum chemistry calculation of C26H23Br33F3N3O3S as an isolated structure at a distorted geometry, from the OMol25 dataset.

```
92
Properties=species:S:1:pos:R:3:mulliken_charge:R:1
C -1.35553 -4.90004 1.56042 -1.394
C -1.37134 -3.59936 0.97372 0.263
C -1.26522 -2.12916 0.21361 0.237
C 0.12281 -1.59195 -0.54775 0.517
N 1.36813 -2.44988 -0.58368 0.463
C 1.15203 -3.76670 -1.30381 0.347
C 2.10670 -5.03986 -0.79501 -0.990
O 0.22606 -3.94941 -2.27816 -0.460
C 2.52501 -1.78172 -1.29349 0.177
C 2.47946 -1.70664 -2.96203 -0.134
O 3.61269 -1.28052 -0.64805 -0.534
C 0.00193 -0.06584 -1.20162 -0.778
C -1.38882 0.84771 -1.10222 0.323
N -1.56344 2.27648 -1.64573 -0.311
S -3.24219 2.74055 -1.30500 0.252
N -3.88353 1.31528 -0.45213 -0.552
C -2.76274 0.30069 -0.39470 -0.130
C -2.65578 -1.20141 0.25362 0.320
C -4.01982 -1.77913 1.02049 -0.310
C -5.05792 -2.47348 -0.04153 -0.107
O -6.37111 -1.80341 -0.13445 -0.562
C -5.29887 -4.08133 0.16958 0.822
F -6.75836 -4.32362 -0.13715 -0.294
F -4.54933 -4.84252 -0.87359 -0.261
F -5.09161 -4.57305 1.55122 -0.143
H -1.73697 -5.85748 2.16289 0.407
H 2.17758 -4.93001 0.39091 0.241
H 1.58486 -6.06988 -0.99663 0.340
H 3.20817 -4.97295 -1.18774 0.286
H 1.33650 -1.80291 -3.27843 0.101
H 3.05029 -2.63370 -3.44648 0.340
H 2.84125 -0.67292 -3.38301 -0.157
H 0.90722 0.44757 -1.73926 0.286
H -3.75471 -2.42800 1.95749 0.414
H -4.57216 -0.80830 1.44065 -0.167
H -4.55846 -2.35266 -1.11900 0.286
H -6.72937 -1.86580 -1.08088 0.357
C 5.87555 -0.13591 2.08065 0.258
Br 7.34938 0.85869 1.29164 -0.008
Br 6.50234 -1.65674 3.11916 -0.047
Br 4.69975 1.01450 3.11905 0.022
H 5.28119 -0.53702 1.25307 -0.177
C 4.22129 2.39057 -4.93918 0.620
Br 3.54335 2.70124 -6.73579 -0.035
Br 2.81340 2.51528 -3.60254 0.170
Br 5.19275 0.70996 -4.81264 -0.020
H 4.93741 3.19074 -4.72485 -0.636
C -4.60930 1.17752 4.22306 -0.384
Br -3.02755 1.02772 3.10074 0.051
Br -5.93086 -0.18495 3.79710 -0.022
Br -4.15676 1.18062 6.11500 -0.041
H -5.06732 2.14731 4.00228 0.401
C -6.67372 4.43948 -0.11057 -0.415
Br -8.38703 4.12118 -0.97497 -0.021
Br -5.30288 3.21509 -0.74770 0.233
Br -6.11647 6.29644 -0.26998 -0.029
H -6.81169 4.23758 0.95678 0.391
C 7.43377 4.80081 -2.80962 -0.359
Br 7.09925 3.15493 -1.82824 0.060
Br 6.80986 4.68668 -4.64864 -0.068
Br 6.70211 6.35219 -1.89195 -0.023
H 8.51984 4.93494 -2.84821 0.352
C -4.13064 -6.13678 5.08614 -0.409
Br -5.65179 -7.25630 4.62061 -0.030
Br -2.88274 -7.06153 6.25741 -0.045
Br -3.24746 -5.42241 3.50693 0.077
H -4.52253 -5.28214 5.64742 0.350
C 1.36982 -0.88148 3.30594 -0.161
Br 1.02015 -1.53949 1.50908 0.330
Br -0.27611 -0.54573 4.28700 -0.104
Br 2.57001 -2.05715 4.28653 -0.064
H 1.88097 0.08110 3.20011 0.170
C -3.08836 7.00385 -2.93840 -0.400
Br -3.07254 7.88745 -1.20550 -0.051
Br -2.93644 5.07203 -2.76739 0.123
Br -4.63652 7.51718 -3.99855 -0.015
H -2.20132 7.34756 -3.48067 0.395
C 9.04687 -0.79718 6.01035 0.280
Br 10.52070 0.19742 5.22134 -0.015
Br 9.67367 -2.31800 7.04886 -0.021
Br 7.87107 0.35323 7.04875 -0.002
H 8.45252 -1.19829 5.18278 -0.248
C 2.46936 5.62054 -0.65466 -0.377
Br 0.94821 4.50101 -1.12018 0.023
Br 3.71726 4.69579 0.51661 -0.021
Br 3.35254 6.33490 -2.23386 -0.026
H 2.07747 6.47518 -0.09338 0.363
C -1.90486 -0.36609 -4.86254 -0.455
Br -1.76878 1.17960 -6.03569 -0.113
Br -1.44644 0.07735 -3.02474 0.393
Br -3.64885 -1.21872 -4.98801 -0.122
H -1.16623 -1.09645 -5.20898 0.405
```

Summary:
* HOMO-LUMO gap: 5.6 eV
* molecular weight: 3151.4 g mol⁻¹
* E: -87033.64692 hartree
* multiplicity: 1